89
Properties=species:S:1:pos:R:3:forces:R:3:lowdin_charge:R:1 method="wB97M-V/def2-TZVPD" total_charge=-1 largest_force_ev_per_a=6.8 homo_lumo_gap_ha=0.348 homo_energy_ev=-6.64 e_above_lowest_kj_mol=130.54 lumo_ev=2.82 energy_ha=-1698.82996
C 0.06236 -0.01296 0.44453 0.46 -2.86 -2.09 -0.7463
O 1.10574 -0.73786 0.33662 0.53 0.45 -0.79 -0.0727
O -0.09340 0.49129 1.62286 0.11 2.80 3.70 0.1189
O -0.83969 0.09070 -0.43546 1.00 0.30 1.44 -0.0107
H 0.74789 0.59026 2.21141 -1.97 -0.71 -1.75 0.1447
C 0.81002 -2.47709 -2.66775 -0.01 1.33 -0.16 -0.1896
O 1.84738 -2.39130 -1.70846 -1.00 1.00 4.37 -0.2375
H 1.53684 -2.29834 -3.45965 -1.51 -0.59 -1.70 0.0705
H 0.18152 -1.54810 -2.55046 0.17 -1.19 -0.49 0.0610
H 0.12757 -3.41458 -2.72609 1.43 1.28 0.26 0.0983
H 1.51300 -1.75088 -0.90457 0.88 -1.96 -2.21 0.0765
C 1.24649 -4.09585 1.46888 -3.73 1.40 -2.44 -0.1391
O 0.81032 -2.85944 2.13242 0.43 -0.98 -0.93 -0.1654
H 2.00054 -4.49942 2.03492 2.87 -0.59 0.58 0.0141
H 1.36504 -3.91510 0.23696 0.09 -0.77 3.53 0.1441
H 0.45594 -4.89251 1.69923 0.42 1.15 -0.89 0.0690
H 1.00167 -2.11946 1.52307 -0.05 -0.30 0.23 0.0154
C 0.76080 -0.03031 4.99009 -1.09 -2.18 -2.97 -0.1767
O 2.02217 -0.60861 4.87202 0.66 -0.97 2.09 -0.1493
H 0.84629 1.00620 4.73317 -0.44 1.05 0.65 0.0570
H 0.35455 -0.32471 5.98460 0.09 0.68 -0.87 0.0864
H 0.08455 -0.48763 4.07548 0.93 0.88 2.44 0.1147
H 2.48020 -0.40723 4.06428 -0.38 0.36 -0.87 0.0004
C 2.37269 0.70949 -2.41055 -0.18 -1.58 -2.53 -0.2096
O 1.02788 0.97823 -2.39968 -2.93 -0.58 1.85 -0.1401
H 2.99072 1.48724 -2.81530 0.17 0.82 0.40 0.0790
H 2.57165 -0.16115 -3.03692 0.00 -0.08 -1.19 0.0660
H 2.66461 0.19710 -1.58296 1.40 -0.21 3.42 0.0281
H 0.51100 0.38677 -1.69154 1.48 1.85 -2.21 0.0939
C -3.05841 4.11624 0.75506 -5.64 -2.70 1.65 -0.0551
C -2.93130 2.71756 0.40923 2.97 -2.30 -0.94 -0.5050
C -4.06779 2.12081 -0.28289 -5.62 -2.02 -3.17 -0.0947
O -1.73468 2.63814 -0.45585 -0.79 1.38 -0.17 -0.0703
H -2.35265 4.41477 1.33477 4.44 1.85 4.13 0.0263
H -4.05549 4.35710 1.17668 0.38 -0.58 0.80 0.1141
H -3.13249 4.78511 0.05073 0.31 2.91 -5.08 0.0398
H -2.52854 2.03019 1.15151 -1.06 0.43 1.32 0.1383
H -4.46980 3.01916 -1.05161 0.64 -2.65 1.79 0.1285
H -5.09024 1.65074 0.36591 3.08 2.08 -1.31 0.1440
H -3.93851 1.10069 -0.93954 0.53 2.78 1.54 0.1026
H -1.29065 1.87755 -0.09589 0.56 -0.87 -0.64 0.0144
C -3.87289 -2.77745 2.10536 1.41 0.07 5.32 -0.0767
C -2.75331 -2.19991 1.37266 3.15 -3.16 2.99 -0.6256
C -2.16419 -3.29394 0.48329 1.24 -1.95 -0.01 -0.0399
O -3.19535 -1.22614 0.65215 -3.54 3.82 -3.06 0.0024
H -4.65513 -3.12596 1.55053 -2.19 -0.63 -1.55 0.0500
H -4.12758 -2.09844 2.95115 -0.81 0.19 -1.00 0.0931
H -3.50627 -3.57895 2.78172 -0.01 -0.25 -0.88 0.0928
H -2.02913 -1.72958 2.14750 -0.36 -1.47 -0.95 0.1687
H -1.28275 -2.93271 0.04612 1.26 1.21 -1.19 0.0225
H -2.85083 -3.53243 -0.38868 0.54 -0.04 1.32 0.1050
H -1.60182 -4.21258 0.95479 -2.06 1.29 -0.31 0.1017
H -2.50891 -0.66104 0.36269 1.38 1.00 -0.85 0.0395
C 2.43626 5.20852 -1.23926 -0.10 -0.33 2.25 -0.0467
C 1.37795 4.22188 -0.68316 2.74 -1.14 0.58 -0.4595
C 2.06490 3.37922 0.45473 0.79 1.75 -3.82 -0.0225
O 0.27424 4.83491 -0.19357 -0.25 3.40 -0.15 -0.0171
H 2.95481 5.96450 -0.59046 -0.53 -1.27 0.53 0.0953
H 1.99501 5.86599 -1.87073 -1.49 1.65 -2.77 0.0239
H 3.18232 4.62755 -1.71367 0.81 -0.47 -0.71 0.0581
H 1.11720 3.43389 -1.48240 0.38 1.18 0.88 0.1539
H 2.73726 2.79199 -0.10179 0.96 -1.46 0.13 0.0646
H 1.23824 2.97348 0.77787 -4.24 -4.00 1.36 0.0007
H 2.36634 3.70046 1.38391 1.77 2.19 1.56 0.0611
H -0.41476 4.29614 0.13672 -0.90 -1.65 -0.01 0.0354
C -2.99052 -2.56301 -4.81377 -1.35 1.21 1.07 -0.0669
C -2.45588 -1.08882 -4.90247 0.58 0.02 1.61 -0.4271
C -2.80575 -0.28409 -3.63326 -2.32 -0.78 0.10 -0.0832
O -0.95743 -1.11120 -4.93995 -2.06 1.24 -1.03 -0.0921
H -2.60589 -3.01153 -3.87761 -0.37 0.19 -0.32 0.0684
H -2.65126 -3.20267 -5.62135 -0.08 0.18 -0.34 0.0549
H -4.18498 -2.51738 -4.77223 2.66 -0.23 -0.13 0.1154
H -3.06660 -0.58717 -5.67657 1.26 -0.11 -0.70 0.1202
H -3.90080 -0.43230 -3.50286 0.35 -0.33 0.28 0.0774
H -2.81620 0.80175 -3.55510 0.99 0.22 -0.89 0.0770
H -2.31373 -0.66416 -2.75998 0.35 -0.32 0.47 0.0596
H -0.72511 -0.15714 -4.80684 0.04 -1.25 -0.04 0.0960
C 5.00822 0.02428 3.21724 1.15 0.54 -0.22 -0.0577
C 4.08376 -0.20673 1.99372 0.76 1.95 -0.64 -0.4752
C 4.03321 -1.61675 1.50458 1.88 -0.79 0.20 -0.0527
O 2.76012 0.08063 2.40820 -0.18 1.41 -0.19 -0.1198
H 4.88548 1.09983 3.57648 -0.06 -1.56 -0.21 0.0963
H 6.16788 -0.12518 3.09684 -2.32 0.10 -0.32 0.1071
H 4.66441 -0.73052 3.93549 0.22 0.51 0.40 0.0706
H 4.35910 0.61076 1.13713 -0.40 -2.15 1.64 0.1828
H 3.87027 -2.44809 2.21474 -0.80 0.93 0.14 0.1073
H 5.05626 -1.77416 1.31579 1.77 -0.64 -0.88 0.0586
H 3.55455 -1.79307 0.56767 -0.80 0.08 -0.45 0.0692
H 2.33349 0.03449 1.53742 -0.85 -0.44 -0.02 0.0494